# 1
# C31H30F3N4Pd

A molecular structure, C31H30F3N4Pd in a non-equilibrium geometry (ωB97M-V/def2-TZVPD, OMol25).

Each line ends with the natural charge from an NBO analysis.
Positions of all 69 atoms, in Å:
Pd1 0.052 -0.044 -1.008  0.91
C1 -0.548 -2.837 2.003  -0.39
C2 -1.321 -3.324 0.773  -0.40
C3 -2.061 -2.205 0.011  -0.23
N1 -1.337 -1.765 -1.152  -0.53
C4 -1.519 -2.226 -2.359  0.23
C5 -2.494 -3.188 -2.735  -0.32
C6 -2.560 -3.979 -3.861  -0.16
C7 -1.682 -4.073 -4.931  -0.34
C8 -0.634 -3.208 -5.239  -0.16
C9 -0.281 -2.038 -4.613  -0.31
C10 -0.747 -1.485 -3.395  0.25
N2 -0.546 -0.239 -3.040  -0.53
C11 -0.295 0.853 -3.921  -0.22
C12 -0.709 2.172 -3.216  -0.40
C13 -1.902 2.060 -2.235  -0.24
N3 -1.396 1.612 -0.962  -0.55
C14 -1.954 1.816 0.203  0.21
C15 -3.250 2.357 0.406  -0.32
C16 -3.885 2.728 1.576  -0.16
C17 -3.372 2.883 2.855  -0.35
C18 -2.056 2.658 3.264  -0.14
C19 -1.066 2.002 2.590  -0.35
C20 -1.122 1.328 1.333  0.27
N4 -0.394 0.273 1.091  -0.50
C21 0.328 -0.406 2.133  -0.24
C22 0.603 -1.859 1.718  -0.42
H1 -0.145 -3.726 2.502  0.20
H2 -1.259 -2.373 2.693  0.19
H3 -2.051 -4.069 1.107  0.19
H4 -0.637 -3.823 0.083  0.21
H5 -2.163 -1.334 0.667  0.21
H6 -3.074 -2.546 -0.247  0.17
H7 -3.300 -3.330 -2.025  0.20
H8 -3.402 -4.666 -3.899  0.20
H9 -1.858 -4.886 -5.627  0.19
H10 -0.070 -3.468 -6.131  0.20
H11 0.501 -1.456 -5.091  0.20
H12 -0.886 0.719 -4.842  0.18
H13 0.773 0.929 -4.204  0.19
H14 -0.931 2.918 -3.983  0.19
H15 0.141 2.530 -2.623  0.22
H16 -2.653 1.353 -2.619  0.19
H17 -2.376 3.053 -2.150  0.18
H18 -3.864 2.402 -0.488  0.20
H19 -4.936 2.997 1.474  0.20
H20 -4.055 3.252 3.611  0.19
H21 -1.797 3.001 4.261  0.20
H22 -0.105 1.922 3.085  0.21
H23 -0.228 -0.386 3.084  0.19
H24 1.293 0.095 2.299  0.20
H25 1.495 -2.197 2.249  0.20
H26 0.832 -1.850 0.640  0.24
F1 5.902 3.724 4.440  -0.34
C23 5.545 2.416 4.475  0.98
F2 4.693 2.321 5.526  -0.34
F3 6.652 1.747 4.850  -0.33
C24 4.944 1.931 3.204  -0.21
C25 3.798 2.569 2.724  -0.18
C26 3.165 2.092 1.604  -0.16
C27 3.647 0.953 0.931  -0.08
C28 4.830 0.357 1.398  -0.21
C29 5.468 0.836 2.519  -0.17
C30 2.869 0.403 -0.099  -0.30
C31 2.129 -0.120 -0.932  -0.27
H27 3.407 3.430 3.246  0.22
H28 2.261 2.565 1.241  0.22
H29 5.220 -0.506 0.877  0.22
H30 6.368 0.355 2.876  0.22

Cartesian forces, eV/Å:
-1.6 0.6 -0.6
0.0 -0.2 -0.2
-0.1 0.1 0.1
-0.3 -0.4 -0.1
-0.3 -0.4 -0.7
0.4 0.2 1.2
-0.5 -0.5 -0.4
-0.1 0.2 0.7
0.7 0.0 -0.7
-0.8 -0.9 -0.1
0.1 0.8 0.5
0.0 -0.2 -0.7
1.1 0.3 1.4
0.2 0.3 -0.2
0.0 -0.2 0.0
0.1 0.2 -0.1
0.0 -0.2 0.6
0.3 0.2 -0.9
-0.3 0.0 -0.1
0.1 0.1 0.0
-0.1 0.1 0.5
-0.5 0.1 0.0
0.4 -0.1 -0.2
-0.1 -0.4 0.3
0.6 0.2 -1.1
0.6 -0.3 0.1
-0.1 0.1 -0.1
-0.1 0.1 0.1
0.0 0.0 0.1
0.0 0.0 0.0
0.0 0.0 0.0
-0.1 -0.1 -0.1
0.1 0.1 0.1
0.0 0.0 0.0
0.0 0.0 0.1
0.0 0.0 0.0
0.0 0.1 0.0
-0.1 0.1 0.0
0.1 0.0 0.1
-0.3 0.0 0.0
0.0 0.0 0.0
-0.1 0.0 -0.1
0.0 0.1 0.0
0.0 -0.2 0.0
0.1 -0.1 0.0
0.1 0.0 -0.1
0.0 0.1 0.0
0.0 0.0 0.0
0.0 -0.1 0.1
0.1 0.1 -0.2
-0.1 0.0 0.1
0.1 0.0 -0.1
0.1 -0.1 0.4
-0.1 0.0 -0.2
0.2 0.2 0.5
-0.2 -0.1 -0.1
0.1 -0.2 -0.2
0.0 -0.1 -0.1
0.3 -0.1 0.3
0.0 -0.1 -0.1
0.2 0.1 0.5
-0.2 0.0 -0.3
0.0 0.3 0.3
0.1 -0.6 -1.0
-0.1 0.5 0.6
0.0 0.1 0.1
0.0 0.0 0.0
0.0 0.0 0.0
0.0 0.0 0.1

As for the HOMO-LUMO gap (alpha / beta): 6.385 / 6.421 eV. As for the charge: -1. For the highest occupied orbital energy (alpha / beta), the calculation gives -3.88 / -3.83 eV.

---

# 2
# FH3P2

A single FH3P2 molecule in a non-equilibrium geometry (ωB97M-V/def2-TZVPD, OMol25).

Each line ends with the Löwdin spin population.
Positions of all 6 atoms, in Å:
F1 -1.619 1.109 0.699  0.30
P1 0.630 -0.044 -0.939  0.36
P2 -0.582 -0.290 0.878  1.12
H1 1.849 -0.761 -0.345  0.05
H2 1.048 1.166 -0.546  0.03
H3 -1.325 -1.180 0.254  0.13

Cartesian forces, eV/Å:
-0.1 0.1 0.2
0.9 -2.2 2.1
1.4 1.1 -1.1
-1.1 0.9 -1.1
0.9 1.9 0.0
-2.1 -1.9 -0.1

As for the HOMO-LUMO gap (alpha / beta): 6.560 / 7.957 eV. As for the charge: 0. For the highest occupied orbital energy (alpha / beta), the calculation gives -5.84 / -11.20 eV. As for the expectation value of S²: 2.009. The value obtained for the energy above the lowest of the compared OMol25 structures with the same formula, charge and spin is 0.506 eV. As for the spin multiplicity: 3.

---

# 3
# C4H8NO2Si

A gas-phase ion, C4H8NO2Si (charge -1) in a non-equilibrium geometry (ωB97M-V/def2-TZVPD, OMol25).

Each line ends with the natural charge from an NBO analysis.
Positions of all 16 atoms, in Å:
C1 -3.016 0.027 0.452  0.51
C2 1.044 -0.696 0.288  -0.38
C3 1.921 0.567 0.244  -0.23
C4 -0.123 -0.688 -0.795  -0.93
N1 1.246 1.761 0.743  -1.01
O1 -3.702 0.142 1.443  -0.64
O2 -3.251 -0.509 -0.688  -0.72
Si1 -1.433 0.593 -0.476  1.21
H1 1.748 -1.641 0.160  0.16
H2 0.718 -0.915 1.346  0.19
H3 2.857 0.167 0.754  0.14
H4 2.289 0.598 -0.854  0.12
H5 0.479 -0.567 -1.638  0.23
H6 -0.604 -1.767 -0.789  0.25
H7 1.576 1.867 1.683  0.31
H8 -1.747 1.062 -1.872  -0.18

Cartesian forces, eV/Å:
-1.1 0.6 -0.3
0.4 -2.4 0.7
0.3 -0.8 -0.5
0.2 -2.6 3.4
0.2 -1.0 -2.0
0.7 -0.1 0.0
1.0 0.0 0.4
0.2 -1.0 -0.7
-1.2 1.5 -0.5
-0.2 0.7 -0.9
-0.6 1.1 0.1
-0.6 0.5 1.1
0.2 0.4 -2.1
0.7 2.1 -0.2
-0.3 0.1 0.8
0.2 0.9 0.7

As for the HOMO-LUMO gap (alpha / beta): 6.303 / 6.297 eV. As for the charge: -1. For the highest occupied orbital energy (alpha / beta), the calculation gives -2.95 / -2.95 eV. The value obtained for the energy above the lowest of the compared OMol25 structures with the same formula, charge and spin is 3.348 eV.

---

# 4
# C3H4FN

A single C3H4FN molecule in a non-equilibrium geometry (ωB97M-V/def2-TZVPD, OMol25).

Each line ends with the natural charge from an NBO analysis.
Positions of all 9 atoms, in Å:
C1 0.557 1.529 0.369  -0.64
C2 -1.160 -1.392 -0.829  0.20
C3 -0.181 0.655 -0.158  0.43
N1 -1.011 -0.031 -0.741  -0.45
F1 -2.313 -1.800 -1.482  -0.35
H1 0.260 2.115 1.256  0.26
H2 1.454 1.630 -0.211  0.25
H3 -0.344 -1.832 -1.227  0.16
H4 -1.322 -1.717 0.216  0.15

Cartesian forces, eV/Å:
1.6 2.0 1.6
-2.9 -0.5 3.6
-3.7 -2.8 -1.6
0.8 2.6 -0.8
0.4 0.5 -0.4
0.6 -0.5 -0.6
0.6 0.8 0.3
2.5 -1.6 -1.7
0.2 -0.6 -0.4

As for the HOMO-LUMO gap: 10.102 eV. As for the charge: 0. For the highest occupied orbital energy, the calculation gives -9.27 eV. The value obtained for the energy above the lowest of the compared OMol25 structures with the same formula, charge and spin is 1.361 eV.

---

# 5
# C3H34N2O14S

14 unconnected molecules or ions with the total composition C3H34N2O14S in a non-equilibrium geometry (ωB97M-V/def2-TZVPD, OMol25).

Each line ends with the natural charge from an NBO analysis.
Positions of all 54 atoms, in Å:
N1 1.114 -0.328 1.290  -0.87
C1 2.064 -1.113 0.590  -0.14
C2 2.391 -2.501 1.205  -0.51
S1 3.445 -1.972 2.663  -0.08
C3 1.417 -1.438 -0.821  0.70
N2 2.014 -0.970 -1.918  -0.81
O1 0.349 -2.060 -0.957  -0.74
H1 0.251 -0.738 1.575  0.39
H2 3.696 -0.631 2.558  0.13
H3 1.485 0.344 1.934  0.39
H4 2.922 -0.598 0.173  0.22
H5 2.614 -3.322 0.529  0.24
H6 1.566 -2.958 1.784  0.24
H7 2.809 -0.350 -1.907  0.40
H8 1.612 -1.121 -2.841  0.43
H9 2.555 2.448 1.298  0.50
H10 1.418 2.856 2.314  0.44
O2 2.344 2.931 2.105  -0.95
H11 1.845 2.876 -0.981  0.48
H12 1.480 1.428 -0.915  0.50
O3 2.249 2.021 -0.802  -0.99
H13 -5.174 -0.616 -0.384  0.48
H14 -4.163 -1.390 0.231  0.49
O4 -4.655 -0.568 0.435  -0.95
H15 -3.446 -2.053 -3.274  0.50
H16 -1.954 -1.671 -3.709  0.45
O5 -2.783 -2.092 -3.971  -0.95
H17 -0.449 -1.964 -3.219  0.51
H18 -0.158 -1.420 -4.677  0.49
O6 0.109 -1.369 -3.750  -0.97
H19 0.557 1.991 -4.357  0.47
H20 -0.086 0.586 -4.351  0.47
O7 -0.279 1.526 -4.260  -0.94
H21 -3.206 0.345 0.881  0.51
H22 -2.469 0.557 2.249  0.50
O8 -2.326 0.461 1.293  -1.03
H23 -2.269 2.521 2.812  0.48
H24 -1.191 2.253 3.835  0.49
O9 -2.057 1.965 3.559  -0.96
H25 -3.611 -3.642 -0.381  0.49
H26 -2.506 -2.510 -0.560  0.49
O10 -3.235 -2.994 -0.990  -0.99
H27 -0.430 1.169 -0.037  0.50
H28 -0.646 0.688 -1.436  0.48
O11 -0.456 1.503 -0.951  -0.97
H29 -0.504 4.122 -0.344  0.48
H30 0.586 4.809 -1.059  0.47
O12 0.265 4.684 -0.156  -0.95
H31 0.397 3.866 2.624  0.47
H32 -0.786 4.196 1.814  0.49
O13 -0.573 3.811 2.684  -0.95
H33 -1.470 -1.377 1.500  0.49
H34 -1.150 -2.050 0.105  0.49
O14 -1.616 -2.148 0.955  -0.98

Cartesian forces, eV/Å:
0.5 1.5 -0.3
-2.0 -2.5 -3.3
-0.5 1.6 2.0
0.9 -1.0 0.4
-1.3 -0.1 0.0
1.2 0.5 -0.4
0.3 0.1 0.3
0.1 -0.5 0.2
-0.4 -0.7 -0.7
0.0 -0.1 0.3
0.6 0.5 1.3
1.4 0.4 -0.2
-0.3 0.8 -0.6
0.1 -0.1 0.4
-0.2 -0.2 0.6
-0.6 0.0 -0.4
-0.1 -0.9 -0.5
0.9 0.3 0.7
0.1 0.1 0.2
0.1 0.3 0.1
0.1 -0.4 0.0
-0.4 0.8 0.3
0.3 0.2 0.8
-0.1 -1.2 -1.2
0.5 0.1 0.3
-1.2 0.2 0.3
0.2 -0.1 -0.7
0.7 -0.1 0.0
-0.1 -0.5 0.1
-0.5 0.1 -0.5
0.0 -0.1 0.0
0.1 0.2 0.3
-0.1 0.1 -0.1
0.3 -0.1 0.2
0.0 0.3 -0.2
0.1 0.2 0.1
0.2 0.2 -0.1
0.1 0.2 0.0
-0.9 -1.1 0.6
0.5 0.2 0.1
-0.9 -0.8 0.4
-0.5 0.4 -0.7
-0.2 0.2 0.0
-0.1 0.3 -0.3
0.1 -0.5 0.3
0.1 -0.1 0.2
0.2 0.4 0.2
-0.4 -0.5 -0.5
-0.6 0.6 0.4
-0.1 0.0 0.5
1.1 0.7 -1.1
-0.4 0.7 -0.4
1.1 0.3 0.9
-0.1 -1.2 -0.2

As for the HOMO-LUMO gap: 9.140 eV. As for the charge: 0. For the highest occupied orbital energy, the calculation gives -9.22 eV. The value obtained for the energy above the lowest of the compared OMol25 structures with the same formula, charge and spin is 5.099 eV.

---

# 6
# C25H38N3

2 unconnected molecules or ions with the total composition C25H38N3 in a non-equilibrium geometry (ωB97M-V/def2-TZVPD, OMol25).

Each line ends with the natural charge from an NBO analysis.
Positions of all 66 atoms, in Å:
C1 6.731 -1.868 4.251  -0.40
N1 6.104 -1.249 3.099  -0.51
C2 6.519 -1.839 1.839  -0.40
C3 4.888 -0.562 3.227  0.27
C4 4.866 0.852 3.355  -0.23
C5 3.670 1.531 3.471  -0.14
C6 2.425 0.844 3.509  -0.09
C7 1.185 1.561 3.577  0.06
C8 -0.041 0.903 3.415  -0.33
C9 -1.299 1.494 3.405  0.06
C10 -2.523 0.764 3.279  -0.19
C11 -3.762 1.457 3.165  -0.11
C12 -4.959 0.785 3.037  -0.24
C13 -4.991 -0.634 3.045  0.28
N2 -6.212 -1.314 3.018  -0.52
C14 -6.806 -1.806 1.793  -0.39
C15 -6.825 -1.833 4.224  -0.39
C16 -3.768 -1.341 3.123  -0.25
C17 -2.569 -0.662 3.252  -0.07
C18 2.472 -0.583 3.463  -0.13
C19 3.662 -1.261 3.270  -0.25
H1 6.377 -1.395 5.173  0.21
H2 6.519 -2.949 4.296  0.18
H3 7.817 -1.740 4.172  0.21
H4 6.034 -1.325 1.003  0.21
H5 7.608 -1.730 1.749  0.21
H6 6.280 -2.913 1.794  0.18
H7 5.818 1.388 3.337  0.24
H8 3.660 2.623 3.527  0.23
H9 1.210 2.648 3.564  0.25
H10 -0.013 -0.172 3.238  0.21
H11 -1.366 2.582 3.463  0.22
H12 -3.746 2.548 3.179  0.22
H13 -5.905 1.323 2.946  0.24
H14 -6.291 -1.377 0.926  0.21
H15 -6.750 -2.905 1.743  0.18
H16 -7.866 -1.521 1.766  0.20
H17 -6.328 -1.417 5.107  0.21
H18 -7.887 -1.554 4.239  0.20
H19 -6.763 -2.932 4.257  0.18
H20 -3.797 -2.433 3.093  0.23
H21 -1.651 -1.243 3.340  0.20
H22 1.560 -1.171 3.574  0.21
H23 3.674 -2.349 3.164  0.24
C20 4.504 2.284 7.828  -0.61
C21 3.620 3.359 7.215  -0.41
C22 2.400 2.732 6.522  -0.21
N3 1.737 3.515 5.473  -0.66
C23 0.386 4.008 5.778  -0.20
C24 0.157 5.526 5.707  -0.41
C25 -1.257 5.875 5.268  -0.60
H24 5.347 2.730 8.361  0.22
H25 3.942 1.671 8.541  0.21
H26 4.911 1.620 7.056  0.20
H27 3.248 4.032 7.999  0.21
H28 4.193 3.968 6.503  0.19
H29 2.679 1.782 6.046  0.17
H30 1.647 2.489 7.287  0.19
H31 2.342 4.262 5.135  0.37
H32 -0.273 3.472 5.081  0.15
H33 0.112 3.662 6.788  0.20
H34 0.332 5.921 6.717  0.21
H35 0.890 5.999 5.042  0.20
H36 -1.423 6.953 5.338  0.23
H37 -1.438 5.581 4.229  0.20
H38 -2.007 5.382 5.896  0.21

Cartesian forces, eV/Å:
-0.2 0.1 0.1
0.7 0.4 -0.1
-0.3 0.0 0.0
-0.7 0.3 0.1
0.2 -0.6 -0.1
-0.5 0.1 0.0
0.6 -0.5 0.3
-0.5 -0.3 -1.4
-0.3 -0.1 0.2
0.7 -0.1 -0.1
-0.8 -0.5 -0.1
0.6 0.1 0.0
-0.2 -0.7 0.0
0.6 0.4 0.1
-0.6 0.2 -0.1
0.2 0.1 -0.1
0.3 0.0 0.1
-0.2 0.3 0.1
0.1 0.3 0.0
-0.1 0.2 -0.1
0.1 0.2 0.0
0.1 -0.1 -0.1
0.0 0.1 0.1
-0.2 0.0 0.1
0.2 -0.1 0.1
-0.2 0.0 -0.1
0.0 0.1 -0.1
-0.3 -0.2 0.0
0.0 -0.3 0.0
0.1 -0.4 0.2
0.0 0.4 0.3
0.0 -0.2 0.1
0.0 -0.2 0.0
0.3 -0.2 0.1
-0.2 -0.1 0.1
0.0 0.1 -0.1
0.2 -0.1 -0.1
-0.2 -0.1 -0.1
0.2 0.0 0.1
0.0 0.1 0.1
0.0 0.4 0.1
-0.3 0.2 0.0
0.3 0.2 -0.1
0.0 0.4 0.1
0.2 0.0 0.1
-0.5 0.1 -0.1
-0.1 -0.4 -0.2
0.2 0.9 0.8
0.1 -0.3 -0.1
0.2 -0.3 0.3
-0.1 0.2 0.0
-0.1 -0.1 0.0
0.1 0.1 -0.1
-0.1 0.1 0.1
0.2 0.0 -0.2
-0.1 -0.1 0.1
0.3 0.0 0.4
0.2 -0.1 -0.2
-0.2 -0.1 0.2
-0.4 0.3 0.1
0.0 0.0 -0.3
0.1 0.1 -0.3
-0.1 -0.1 0.0
0.0 -0.1 0.0
0.0 0.0 0.1
0.1 0.0 -0.1

As for the HOMO-LUMO gap: 5.503 eV. As for the charge: +1. For the highest occupied orbital energy, the calculation gives -10.68 eV. The value obtained for the energy above the lowest of the compared OMol25 structures with the same formula, charge and spin is 0.000 eV.

---

In order of appearance, energy = -50223.7547, -21339.1823, -17738.4808, -7381.1748, -46142.9880, -31003.2224 eV.